{"formula": "C4H8O2", "method": "the ωB97M-V functional and the def2-TZVPD basis", "species": ["O", "C", "C", "C", "C", "H", "H", "H", "H", "H", "H", "O", "H", "H"], "coordinates": [[1.66, -1.01, -1.44], [0.97, -0.37, -0.45], [0.22, 0.89, -0.50], [-0.32, -0.54, 0.13], [0.87, -0.72, 0.99], [1.46, -0.53, -2.24], [0.68, 1.75, 0.03], [-0.24, 1.22, -1.44], [-1.15, -1.25, 0.01], [1.16, -1.74, 1.22], [1.03, -0.01, 1.80], [-2.22, 0.74, 1.02], [-1.39, 1.07, 0.64], [-2.72, 0.50, 0.23]], "smiles": "O[C@]12C[C@H]1C2.O", "relative_energy_kj_mol": 412.09, "e_homo_ev": -9.0, "e_lumo_ev": 0.69}

---

{"formula": "C4H4O3", "method": "the ωB97M-V functional and the def2-TZVPD basis", "species": ["C", "C", "O", "C", "O", "C", "O", "H", "H", "H", "H"], "coordinates": [[0.30, -1.83, -0.09], [0.08, -0.34, -0.15], [-1.03, 0.00, -0.55], [0.72, 1.23, 0.08], [1.76, 1.76, 0.33], [-0.68, 1.76, 0.02], [-0.81, 1.77, 1.25], [1.21, -2.14, -0.59], [-0.57, -2.31, -0.55], [0.35, -2.15, 0.96], [-1.34, 2.25, -0.71]], "relative_energy_kj_mol": 317.76, "e_homo_ev": -9.5, "e_lumo_ev": -0.22}

---

{"formula": "C8H10O", "method": "the ωB97M-V functional and the def2-TZVPD basis", "species": ["C", "C", "C", "C", "C", "C", "O", "C", "C", "H", "H", "H", "H", "H", "H", "H", "H", "H", "H"], "coordinates": [[-0.52, -2.24, -1.63], [-0.36, -0.73, -1.79], [-0.10, 0.01, -0.49], [1.17, 0.49, -0.19], [1.42, 1.20, 1.00], [0.33, 1.43, 1.84], [0.55, 2.11, 2.99], [-0.97, 1.00, 1.56], [-1.16, 0.29, 0.38], [-1.32, -2.55, -0.98], [-0.75, -2.64, -2.59], [0.41, -2.64, -1.24], [-1.24, -0.26, -2.28], [0.48, -0.57, -2.44], [2.02, 0.26, -0.87], [2.43, 1.57, 1.20], [1.49, 2.11, 3.19], [-1.76, 1.25, 2.26], [-2.13, -0.11, 0.07]], "smiles": "CCc1ccc(O)cc1", "relative_energy_kj_mol": 0.00, "e_homo_ev": -8.4, "e_lumo_ev": 0.93}

---

{"formula": "C27H91N37O19", "method": "the ωB97M-V functional and the def2-TZVPD basis", "species": ["C", "C", "C", "C", "C", "C", "N", "O", "C", "C", "C", "H", "H", "H", "H", "H", "H", "H", "H", "H", "H", "H", "H", "H", "H", "H", "H", "H", "H", "H", "C", "O", "N", "N", "H", "H", "H", "H", "C", "O", "N", "N", "H", "H", "H", "H", "C", "O", "N", "N", "H", "H", "H", "H", "C", "O", "N", "N", "H", "H", "H", "H", "C", "O", "N", "N", "H", "H", "H", "H", "C", "O", "N", "N", "H", "H", "H", "H", "C", "O", "N", "N", "H", "H", "H", "H", "C", "O", "N", "N", "H", "H", "H", "H", "C", "O", "N", "N", "H", "H", "H", "H", "C", "O", "N", "N", "H", "H", "H", "H", "C", "O", "N", "N", "H", "H", "H", "H", "C", "O", "N", "N", "H", "H", "H", "H", "C", "O", "N", "N", "H", "H", "H", "H", "C", "O", "N", "N", "H", "H", "H", "H", "C", "O", "N", "N", "H", "H", "H", "H", "C", "O", "N", "N", "H", "H", "H", "H", "C", "O", "N", "N", "H", "H", "H", "H", "C", "O", "N", "N", "H", "H", "H", "H"], "coordinates": [[1.00, 2.62, -0.89], [1.48, 3.99, -0.57], [0.35, 4.89, -0.97], [0.25, 6.28, -0.43], [0.62, 6.22, 1.03], [1.93, 5.41, 1.45], [1.69, 4.04, 0.95], [2.78, 3.22, 1.38], [3.29, 6.05, 1.15], [1.82, 5.37, 3.01], [2.75, 4.26, -1.36], [0.33, 2.29, -0.10], [1.88, 1.99, -0.81], [0.58, 2.68, -1.88], [0.12, 4.83, -2.03], [-0.57, 4.44, -0.54], [-0.73, 6.72, -0.60], [1.00, 6.93, -0.86], [-0.22, 5.85, 1.62], [0.82, 7.25, 1.43], [4.10, 5.40, 1.51], [3.41, 6.51, 0.12], [3.28, 6.85, 1.88], [2.68, 4.80, 3.36], [1.96, 6.41, 3.41], [0.94, 4.89, 3.42], [3.13, 5.29, -1.42], [2.65, 3.91, -2.37], [3.51, 3.60, -0.91], [2.41, 2.52, 1.93], [-3.05, 1.33, -2.87], [-3.22, 0.16, -2.39], [-1.93, 1.94, -2.56], [-3.92, 1.98, -3.55], [-1.61, 2.76, -3.02], [-1.43, 1.49, -1.85], [-3.60, 2.76, -4.05], [-4.70, 1.49, -3.96], [-6.12, -0.99, -5.15], [-5.25, -1.58, -5.78], [-7.41, -1.03, -5.65], [-5.97, -0.40, -3.97], [-8.04, -0.32, -5.34], [-7.61, -1.49, -6.46], [-6.65, -0.61, -3.28], [-5.13, -0.55, -3.45], [1.62, 1.57, -3.96], [2.05, 2.63, -4.46], [2.40, 0.66, -3.39], [0.34, 1.22, -4.04], [3.35, 0.98, -3.30], [2.06, -0.11, -2.81], [0.05, 0.39, -3.53], [-0.29, 1.79, -4.57], [5.92, 1.20, 0.59], [6.72, 0.26, 0.44], [4.79, 1.30, -0.10], [6.12, 2.06, 1.59], [4.09, 1.83, 0.38], [4.55, 0.44, -0.62], [5.52, 2.79, 1.85], [7.06, 1.99, 1.96], [-2.33, 2.34, 2.29], [-2.58, 1.27, 2.81], [-1.04, 2.87, 2.25], [-3.28, 3.32, 1.82], [-0.35, 2.12, 2.43], [-0.78, 3.78, 1.86], [-2.88, 3.72, 0.94], [-4.23, 3.01, 1.80], [-1.09, 4.53, -4.88], [-1.59, 3.40, -4.99], [-1.81, 5.70, -5.16], [0.21, 4.72, -4.56], [-1.42, 6.62, -5.03], [-2.76, 5.60, -5.51], [0.59, 5.69, -4.56], [0.88, 3.95, -4.64], [3.99, -2.40, -0.94], [3.22, -1.42, -1.01], [3.56, -3.67, -1.22], [5.32, -2.26, -0.66], [4.22, -4.41, -1.40], [2.58, -3.90, -1.35], [5.57, -1.44, -0.13], [5.77, -3.10, -0.42], [0.11, -4.87, 2.15], [0.09, -4.74, 3.38], [-0.13, -6.05, 1.48], [0.64, -3.86, 1.38], [-0.39, -6.87, 1.99], [-0.31, -6.06, 0.50], [0.63, -2.95, 1.80], [0.21, -3.77, 0.46], [2.23, 1.90, 6.59], [2.38, 0.70, 6.37], [1.87, 2.30, 7.85], [2.41, 2.93, 5.71], [1.90, 1.61, 8.58], [1.95, 3.24, 8.10], [2.83, 2.52, 4.88], [1.84, 3.74, 5.57], [-3.66, -2.88, 2.60], [-4.87, -3.12, 2.62], [-3.15, -1.80, 1.83], [-2.64, -3.73, 3.04], [-3.69, -0.89, 1.94], [-2.16, -1.55, 2.12], [-2.77, -4.54, 3.61], [-1.68, -3.42, 3.06], [0.41, -4.22, -2.67], [0.62, -4.12, -1.46], [-0.43, -5.17, -3.10], [1.06, -3.43, -3.58], [-0.79, -5.08, -4.06], [-0.94, -5.64, -2.37], [0.70, -3.41, -4.51], [1.43, -2.56, -3.10], [-2.09, -3.18, -5.71], [-0.93, -3.69, -5.60], [-2.85, -3.39, -6.87], [-2.76, -2.46, -4.76], [-2.49, -4.12, -7.45], [-3.81, -3.13, -6.84], [-2.31, -2.36, -3.84], [-3.75, -2.33, -4.92], [-3.01, -5.61, -0.50], [-1.95, -6.15, -0.70], [-3.59, -4.90, -1.51], [-3.76, -5.86, 0.61], [-3.02, -4.65, -2.30], [-4.25, -4.13, -1.33], [-4.45, -5.15, 0.71], [-3.14, -5.98, 1.38], [0.26, -1.23, 3.95], [-0.35, -1.38, 2.86], [0.08, -0.16, 4.82], [1.15, -2.16, 4.50], [0.93, 0.32, 5.18], [-0.65, 0.42, 4.47], [0.94, -3.12, 4.19], [1.37, -2.00, 5.48], [3.28, -0.08, 3.26], [2.52, 0.90, 3.22], [3.53, -0.96, 2.24], [4.04, -0.26, 4.39], [3.35, -0.69, 1.30], [4.13, -1.76, 2.43], [3.51, 0.14, 5.25], [4.19, -1.25, 4.56], [-5.94, -1.73, -0.68], [-6.65, -0.94, -1.37], [-6.50, -2.26, 0.41], [-4.63, -2.03, -1.00], [-7.51, -2.21, 0.43], [-5.94, -2.71, 1.18], [-4.29, -1.22, -1.56], [-3.95, -2.32, -0.28], [3.92, -4.00, 4.32], [4.76, -3.14, 4.02], [3.78, -4.39, 5.60], [2.99, -4.52, 3.53], [2.97, -5.04, 5.69], [4.61, -4.64, 6.09], [2.88, -4.39, 2.53], [2.26, -5.12, 3.91], [-0.11, -0.83, -0.81], [0.17, -0.78, -2.02], [-1.40, -0.50, -0.34], [0.79, -0.98, 0.20], [-1.75, -0.68, 0.63], [-2.15, -0.55, -1.03], [0.44, -1.18, 1.12], [1.71, -1.17, -0.15]], "relative_energy_kj_mol": 0.00, "e_homo_ev": -8.9, "e_lumo_ev": 0.32}